No. 1
The following is a quantum chemistry calculation of a structure of composition C21H40ClN7O11P2SSe2Te2Ti at a distorted geometry, from OMol25.

The value obtained for the HOMO energy is -0.603 eV. As for the total charge: -2. Its total energy is -9764.83626 Ha. The calculation puts the HOMO-LUMO gap at 4.60 eV. Its relative energy (zero: lowest compared OMol25 entry of this formula, charge and spin) is 0.00 kcal per mole.

Geometry as XYZ:
```
88
Properties=species:S:1:pos:R:3:forces:R:3:mulliken_charge:R:1
Ti -0.117674 -0.032043 0.575474 0.3 -0.4 0.6 0.85
Se -0.770198 -2.355414 2.008987 -0.1 0.0 -0.1 -0.31
Te -2.436236 -3.963490 1.014215 0.0 0.0 0.0 -0.63
Te 1.528662 -5.031216 -0.129892 0.0 -0.2 0.0 -0.69
Se 1.353281 -2.768376 0.912085 0.2 0.4 0.0 -0.29
O -0.412796 4.044469 0.280970 0.0 0.1 -0.1 -0.68
Cl 0.697726 3.092772 0.256494 0.5 0.4 0.3 1.16
O 1.694323 3.529647 -0.735537 -0.1 0.1 0.0 -0.60
O 1.009497 0.252563 1.681953 -0.1 -0.3 -0.3 -0.70
O 0.133696 1.822685 -0.341502 -0.5 -0.4 -0.4 -0.82
C -4.450071 -2.049015 -2.727840 0.0 0.0 0.1 -1.08
N -4.289591 -1.088915 -1.640115 -0.1 0.0 -0.1 0.98
C -5.150711 -1.435167 -0.497396 -0.1 0.1 -0.1 -0.57
P -2.954796 -0.154846 -1.440662 1.0 -1.2 -1.0 -1.31
O -2.019002 -0.487180 -0.348045 -1.1 0.7 0.5 0.79
O -2.057725 -0.626910 -2.770128 -0.1 -0.1 -0.1 0.13
P -0.472430 -0.882976 -2.793188 0.3 0.2 0.3 -1.15
O 0.233231 -0.478431 -1.543945 0.0 -0.1 -0.3 1.86
N 0.104989 0.022452 -4.052919 -0.1 0.1 -0.1 0.33
C -0.389234 -0.242345 -5.394884 0.0 0.0 0.1 -1.14
C 0.309610 1.446526 -3.796954 0.0 -0.1 0.0 -0.88
N -0.337192 -2.427520 -3.312207 0.2 -0.1 0.1 0.32
C 1.045735 -2.872364 -3.569237 0.0 0.0 0.0 -0.88
C -1.092755 -3.464694 -2.587558 -0.1 0.0 -0.1 0.11
N -3.314085 1.379471 -1.862841 -0.1 0.3 0.0 0.53
C -3.830680 1.562047 -3.206719 -0.1 0.0 0.0 -0.88
C -2.584477 2.533648 -1.351468 0.0 0.0 -0.1 -0.49
H -5.483958 -1.995525 -3.085872 0.0 0.0 0.0 0.36
H -4.264309 -3.066398 -2.369637 0.0 0.0 0.0 0.35
H -3.780442 -1.844703 -3.556834 0.0 0.0 0.0 0.24
H -6.149086 -1.652672 -0.890991 0.0 0.0 0.0 0.34
H -5.217475 -0.610374 0.200292 0.0 0.0 0.0 0.09
H -4.757775 -2.312564 0.021669 0.0 0.0 0.0 0.08
H -0.495521 -1.313649 -5.549809 0.0 0.0 0.0 0.36
H 0.324149 0.154227 -6.122664 0.0 0.0 0.0 0.39
H -1.362017 0.236091 -5.576597 0.0 0.0 0.0 0.20
H 0.587021 1.609862 -2.757481 0.0 0.0 0.0 -0.08
H -0.599386 2.024323 -4.015168 0.0 0.0 0.0 0.18
H 1.109549 1.816463 -4.441685 0.0 0.0 0.0 0.45
H 1.599250 -2.104306 -4.108052 0.0 0.0 0.0 0.35
H 1.006602 -3.776047 -4.182353 0.0 0.0 0.0 0.37
H 1.568944 -3.115671 -2.640555 0.0 0.0 0.0 0.08
H -1.986292 -3.059390 -2.126675 0.0 0.0 0.0 -0.22
H -0.486932 -3.904123 -1.794124 0.0 0.0 0.0 -0.19
H -1.377127 -4.251901 -3.293088 0.0 0.0 0.0 0.26
H -4.492444 0.739554 -3.480635 0.0 0.0 0.0 0.27
H -3.025813 1.628610 -3.951288 0.0 0.0 0.0 0.12
H -4.409574 2.488467 -3.234638 0.0 0.0 0.0 0.39
H -2.276136 2.370674 -0.330328 0.0 0.0 0.0 -0.30
H -3.247719 3.401552 -1.383953 0.0 0.0 0.0 0.44
H -1.688304 2.744162 -1.940070 0.0 0.0 0.0 0.19
C 3.845508 1.043526 2.025631 0.1 0.0 0.0 -1.27
N 4.310935 1.694750 0.810612 0.0 0.0 0.1 0.26
C 4.655128 3.093487 0.944497 0.0 0.0 0.0 -0.43
C 5.507107 3.531275 -0.228206 0.0 0.0 0.0 -0.78
C 4.752797 3.244422 -1.508821 -0.1 0.0 0.0 -0.41
N 4.287605 1.873646 -1.537938 0.0 -0.1 0.2 0.28
C 3.676865 1.480694 -2.785947 0.0 0.0 0.0 -1.19
C 3.916216 1.161269 -0.395583 -0.1 0.1 -0.2 0.35
O 3.338006 0.092893 -0.475971 0.1 0.0 -0.1 -0.58
H 4.663709 1.028715 2.753068 0.0 0.0 0.0 0.33
H 3.531593 0.032229 1.794972 0.0 0.0 0.0 0.36
H 2.982300 1.559119 2.453541 0.0 0.0 0.0 0.36
H 5.206867 3.209959 1.881257 0.0 0.0 0.0 0.40
H 3.753334 3.715315 1.012190 0.0 0.0 0.0 0.15
H 6.450016 2.978069 -0.216386 0.0 0.0 0.0 0.28
H 5.731929 4.598063 -0.158618 0.0 0.0 0.0 0.37
H 5.403047 3.395589 -2.377421 0.0 0.0 0.0 0.39
H 3.901510 3.932487 -1.602759 0.0 0.0 0.0 0.17
H 4.442343 1.325747 -3.554502 0.0 0.0 0.0 0.31
H 2.988567 2.259858 -3.125716 0.0 0.0 0.0 0.36
H 3.122102 0.558544 -2.632862 0.0 0.0 0.0 0.26
O -0.171303 2.486705 2.980709 0.0 -0.1 -0.1 -0.64
C -1.286720 2.078125 2.739400 0.1 -0.1 0.0 -0.15
N -1.645858 1.050252 1.886852 0.0 0.3 0.2 1.15
S -3.250129 0.755566 1.962930 0.1 -0.5 0.0 0.87
O -3.564306 -0.498344 2.592141 0.1 0.3 0.1 -0.70
O -3.921678 0.997062 0.698929 -0.3 0.4 0.4 -0.70
C -3.653417 2.099986 3.033788 0.1 0.0 0.1 0.24
C -4.885162 2.503508 3.513549 0.0 0.0 0.0 -0.58
C -4.899440 3.592783 4.375320 0.0 0.0 0.0 -0.58
C -3.712871 4.234332 4.736022 0.0 0.0 0.0 -0.47
C -2.487318 3.801390 4.246099 0.0 0.0 0.0 -0.57
C -2.479070 2.717459 3.386197 -0.3 0.0 0.1 -0.24
H -5.794154 1.991679 3.224859 0.0 0.0 0.0 0.49
H -5.842434 3.948524 4.773224 0.0 0.0 0.0 0.37
H -3.754126 5.082880 5.409329 0.0 0.0 0.0 0.37
H -1.552482 4.279722 4.509012 0.0 0.0 0.0 0.51
```
Forces are in eV/Å.

***

No. 2
The following is a quantum chemistry calculation of a structure of composition C21H40FeO13S5 at a distorted geometry, from OMol25.

The value obtained for the HOMO energy (spin up / spin down) is -11.357 / -10.073 eV. The spin multiplicity is 6. As for the total charge: +1. Its total energy is -5056.57444 Ha. The calculation puts the HOMO-LUMO gap (spin up / spin down) at 9.48 / 7.65 eV.

Geometry as XYZ:
```
80
Properties=species:S:1:pos:R:3:forces:R:3:mulliken_charge:R:1
Fe -0.042403 -0.222024 -0.162072 -2.4 -1.3 -4.4 2.66
C -1.725232 -2.185833 -3.548394 -3.0 4.4 -5.7 0.82
O -1.881976 -3.265924 -3.133199 1.1 0.6 0.9 -0.40
O -0.833424 -0.778713 -1.935537 1.4 0.4 3.8 -0.76
O -1.958526 -1.276910 -4.406760 2.0 -4.5 5.0 -0.53
C 1.414991 -4.082940 -1.085942 0.5 -0.5 -0.1 0.07
C 2.479231 -3.907625 -2.213056 -0.8 1.2 -0.2 -0.93
C 3.378372 -2.740217 -1.793438 2.5 0.4 -0.8 -0.50
S 2.828155 -2.037250 -0.307725 -1.3 2.2 2.0 1.16
O 1.809830 -1.053018 -0.796102 1.0 -0.9 0.6 -0.73
O 3.715395 -1.544905 0.762229 -0.7 -1.0 -2.2 -0.84
C 1.986179 -3.468747 0.163594 -0.6 -0.4 2.4 -0.74
H 1.294989 -5.158803 -0.862264 -0.8 0.6 -0.4 0.52
H 0.541503 -3.487286 -1.385164 -0.2 -0.8 0.1 -0.29
H 1.918688 -3.611888 -3.117268 0.5 -0.3 0.3 0.37
H 3.139740 -4.721383 -2.479719 -0.3 -0.5 0.3 0.30
H 3.289076 -1.893207 -2.505013 0.8 -0.6 0.3 0.25
H 4.422253 -3.094084 -1.521618 -0.9 0.6 -0.9 0.48
H 1.239654 -3.117493 0.948675 0.8 -0.7 -0.9 0.05
H 2.750608 -4.142093 0.614934 -0.5 0.5 0.0 0.54
C -3.414004 -4.199478 1.246625 -1.8 -0.8 -0.5 -0.67
C -3.310186 -3.556558 -0.206020 0.4 -1.3 0.9 -0.62
C -3.325553 -2.075184 -0.012669 0.9 0.9 0.1 0.09
S -2.472349 -1.860855 1.531000 0.6 3.8 2.2 1.32
O -3.105243 -0.853213 2.456270 1.3 -2.6 -2.6 -0.83
O -1.025857 -1.675214 1.148899 -0.8 -0.2 0.4 -0.89
C -2.610593 -3.447026 2.272769 0.5 -0.4 -0.2 -0.98
H -3.230970 -5.305377 1.307699 -0.2 1.1 -0.3 0.38
H -4.438240 -3.981458 1.604166 0.0 -0.7 -0.6 0.30
H -4.124886 -3.882905 -0.854938 0.1 -0.1 0.2 0.44
H -2.377555 -3.841064 -0.692099 0.0 -0.1 0.0 0.12
H -4.296902 -1.625067 0.146791 -0.2 0.1 -0.3 0.48
H -2.651120 -1.513112 -0.716487 -1.0 -0.4 0.3 -0.38
H -3.117138 -3.288634 3.214823 -0.2 0.0 0.1 0.45
H -1.670997 -3.935872 2.475321 0.6 0.4 -0.1 0.28
C -3.001273 4.051895 0.170716 -1.4 -0.2 0.5 -0.46
C -3.436509 3.894969 -1.282737 1.4 1.4 -0.2 -0.63
C -2.805891 2.541441 -1.660906 0.1 -0.1 1.3 -0.45
S -3.259935 1.512311 -0.229980 -1.9 -2.1 -2.1 1.00
O -2.050409 0.788449 0.259833 -1.3 1.5 0.0 -0.34
O -4.440173 0.714069 -0.688164 2.2 1.3 1.6 -0.81
C -3.745260 2.892604 0.838757 1.2 -0.7 1.1 -0.92
H -3.229445 4.968314 0.712973 -0.2 0.2 -0.4 0.42
H -1.950714 3.901083 0.213766 1.1 -0.1 0.3 0.18
H -3.041194 4.754997 -1.883865 -0.4 -0.9 0.2 0.35
H -4.521573 3.918470 -1.299496 -0.1 -0.2 -0.5 0.39
H -1.694758 2.501915 -1.459823 -0.9 0.4 -1.4 -0.05
H -3.266046 2.069828 -2.539210 0.8 -0.1 0.2 0.50
H -3.417882 2.641187 1.858268 -0.1 0.1 -0.3 0.35
H -4.821847 3.030561 0.821272 -0.1 -0.2 -0.2 0.41
C 2.114711 2.351159 3.837254 0.8 0.3 -0.6 -0.66
C 2.761250 0.909425 4.033973 -0.8 1.1 1.3 -0.59
C 1.577369 -0.066117 4.091375 1.3 0.4 2.1 -0.92
S 0.415701 0.565677 2.984586 -0.4 -1.3 -1.1 1.49
O -0.871200 0.159798 3.508185 0.6 0.8 -1.2 -0.82
O 0.968947 0.201518 1.622308 -1.3 0.0 1.4 -0.44
C 0.776197 2.296171 3.046982 0.4 -0.2 0.7 -0.38
H 2.803447 2.992272 3.240794 -0.4 -0.4 0.6 0.32
H 1.967907 2.822033 4.804219 -0.1 0.0 0.1 0.35
H 3.272830 0.892708 5.031203 -0.2 0.0 -1.1 0.41
H 3.455538 0.703044 3.243903 0.3 -0.3 -0.4 0.28
H 1.124120 -0.038350 5.135540 0.3 -0.1 -1.4 0.40
H 1.863192 -1.084140 3.853027 -0.3 -0.1 -0.2 0.35
H -0.087952 2.802987 3.463491 0.1 0.1 0.4 0.59
H 0.929503 2.613245 2.030088 0.0 0.0 -0.4 -0.19
C 3.684104 2.367527 -3.065736 1.0 0.7 -1.6 -1.03
C 2.540491 3.392603 -3.275084 0.6 -0.7 0.5 -0.45
C 2.154513 3.707613 -1.805052 1.6 0.6 -0.7 -1.04
S 2.173594 2.142141 -0.999576 -3.3 -1.4 0.1 1.28
O 0.783675 1.530619 -1.177228 2.0 1.4 1.2 -0.64
O 2.769972 2.222391 0.302945 -0.1 0.1 0.2 -0.78
C 3.132315 1.291785 -2.199215 0.4 -1.0 0.4 -0.39
H 4.534462 2.887524 -2.635087 0.2 0.0 0.4 0.43
H 4.083634 1.935153 -4.002313 -0.4 0.2 0.3 0.34
H 1.728739 2.849931 -3.792451 0.1 0.8 0.0 0.26
H 2.922155 4.293224 -3.792906 -0.6 -0.5 0.1 0.40
H 1.302359 4.349161 -1.680488 -0.6 -0.2 0.4 0.49
H 3.045339 4.170346 -1.327310 -0.6 0.1 -0.3 0.44
H 2.318620 0.820160 -2.750091 0.3 -0.7 0.0 0.25
H 3.841834 0.567620 -1.717014 -0.7 0.8 -0.5 0.31
```
Forces are in eV/Å.

***

No. 3
The following is a quantum chemistry calculation of a structure of composition C21H40IN5O9P2S at a distorted geometry, from OMol25.

The value obtained for the HOMO energy is -8.470 eV. As for the total charge: 0. Its total energy is -3153.74903 Ha. The calculation puts the HOMO-LUMO gap at 7.40 eV.

Geometry as XYZ:
```
79
Properties=species:S:1:pos:R:3:forces:R:3:mulliken_charge:R:1
N -1.724614 -2.378736 -3.747026 0.2 0.0 0.1 -0.33
C -1.176942 -1.846042 -4.972469 0.0 0.1 -0.1 0.11
O -1.888491 -1.485266 -5.862623 -0.5 0.1 -0.6 -0.56
C 0.314802 -1.747023 -5.137487 0.2 -0.3 0.4 -0.37
C 1.161016 -2.144764 -3.930505 -0.2 0.0 0.0 -1.76
C 0.836555 -1.548098 -2.578722 0.1 0.1 -0.2 -0.01
C 0.838209 -0.222174 -2.199634 -0.4 -0.4 -0.1 0.85
P 1.312594 1.212163 -3.282068 0.4 0.4 0.5 0.14
O 2.274445 0.474467 -4.398864 -0.3 0.0 -0.1 -0.52
I -0.779081 1.683316 -4.526463 0.0 -0.2 0.0 -0.17
C 0.485632 0.118239 -0.828361 -0.5 0.0 0.2 1.23
P 0.520019 1.839873 -0.260658 0.9 0.8 0.7 1.51
O 1.810701 2.490701 -0.455978 0.3 0.0 -0.1 -0.65
O -0.673699 2.596517 -1.005525 0.0 -0.6 -0.2 -0.56
O 0.119755 1.872653 1.292629 -0.4 -0.7 -0.6 -0.64
C 0.163305 -0.821381 0.107938 0.0 0.6 -0.2 -2.18
C 0.196344 -2.186011 -0.247558 0.0 0.7 0.0 -0.51
N -0.039051 -3.215803 0.554548 -0.1 -0.8 0.0 -0.79
S 0.154072 -4.531336 -0.375698 -0.1 0.5 0.5 0.07
N 0.531043 -3.845119 -1.753788 0.2 -0.3 -0.5 -0.67
C 0.530297 -2.521673 -1.577287 0.1 -0.4 0.1 1.18
H -2.350569 -1.652815 -3.406058 0.0 0.0 0.1 0.21
H -2.354483 -3.126139 -4.024995 0.0 -0.1 0.0 0.29
H 0.528297 -0.765916 -5.539057 0.1 0.2 0.0 0.18
H 0.560258 -2.447770 -5.933095 0.0 -0.1 -0.2 0.50
H 2.214817 -1.998314 -4.144619 0.1 0.1 -0.2 0.51
H 1.039821 -3.215236 -3.817421 0.0 -0.1 0.1 0.48
H 2.950566 -0.037284 -3.937501 0.1 0.0 -0.1 0.37
H -1.377731 1.960336 -1.196437 -0.3 0.3 -0.1 0.38
H -0.834347 1.694467 1.376100 0.0 0.5 0.2 0.25
H -0.055777 -0.520490 1.117788 0.1 -0.1 0.2 1.48
C 7.201023 1.837929 2.047616 0.0 -0.1 -0.1 -0.70
O 7.256051 0.435495 1.865731 0.0 0.2 0.1 -0.33
C 7.209008 -0.321896 3.067799 0.1 -0.3 -0.1 -0.83
C 5.890845 -1.053795 3.213194 -0.1 0.2 -0.1 -0.14
N 4.791317 -0.131564 3.464211 0.0 -0.1 -0.2 -0.29
C 3.457198 -0.714756 3.346580 0.1 0.2 0.2 -1.13
C 3.034861 -1.321564 2.012197 -0.2 -0.1 0.0 -0.36
O 2.851299 -0.380495 0.970973 0.2 -0.1 0.1 -0.12
C 4.029180 0.030395 0.300207 -0.2 0.1 -0.1 -0.50
H 7.452173 2.300501 1.094726 0.0 0.0 0.0 0.24
H 6.200563 2.176736 2.336363 0.0 0.0 0.1 0.29
H 7.922817 2.169963 2.799134 0.0 0.0 0.0 0.34
H 7.410867 0.306469 3.940029 -0.1 0.1 0.0 0.40
H 8.007410 -1.066645 3.002083 0.0 0.0 0.0 0.40
H 5.965224 -1.754443 4.050647 0.0 0.0 0.0 0.39
H 5.743472 -1.640108 2.296447 0.1 -0.1 0.0 0.15
H 4.857138 0.643707 2.818797 0.0 0.0 0.0 0.07
H 2.744033 0.078081 3.585285 0.0 0.0 0.0 0.46
H 3.347283 -1.478334 4.124242 0.0 -0.1 0.0 0.41
H 2.053796 -1.780893 2.168888 0.0 0.0 0.0 0.24
H 3.700438 -2.130034 1.684417 0.1 0.1 0.0 0.41
H 4.758006 -0.781151 0.223471 0.0 0.0 0.1 0.40
H 4.483179 0.897408 0.783185 0.1 0.0 0.0 0.06
H 3.739372 0.341182 -0.704887 0.0 0.0 0.0 0.16
C -7.694707 2.645223 -0.065804 0.0 0.1 0.1 -0.69
O -7.383921 2.096371 1.200979 0.0 0.0 -0.2 -0.34
C -7.470223 0.678990 1.271249 -0.1 -0.1 0.3 -0.82
C -6.100566 0.045456 1.398672 0.1 0.1 -0.2 -0.15
N -5.329735 0.185508 0.168837 0.1 0.1 0.2 -0.25
C -3.915116 -0.151599 0.287584 -0.1 0.0 -0.2 -1.12
C -3.045256 0.629123 1.268387 0.0 -0.1 0.0 0.37
O -2.806203 1.990843 0.907111 -0.2 -0.6 0.2 -0.48
C -3.862214 2.879528 1.250091 0.2 0.3 -0.1 -0.66
H -7.797011 3.721514 0.061283 0.0 0.0 0.0 0.24
H -6.901942 2.462742 -0.799832 -0.1 -0.1 -0.1 0.29
H -8.637121 2.247550 -0.451599 0.0 0.0 0.0 0.34
H -8.017100 0.272724 0.415786 0.1 0.0 -0.1 0.42
H -8.039886 0.441399 2.173675 0.0 0.0 0.0 0.40
H -6.221281 -1.018241 1.623735 0.0 0.0 0.0 0.36
H -5.604717 0.516536 2.257389 -0.1 -0.1 0.1 0.17
H -5.406639 1.137696 -0.161066 -0.1 0.0 0.0 0.14
H -3.476498 -0.030909 -0.708246 0.1 0.0 0.0 0.42
H -3.836291 -1.215593 0.533271 0.0 0.0 0.1 0.40
H -2.067391 0.143060 1.262239 0.0 0.0 0.0 -0.37
H -3.407833 0.568909 2.299961 -0.1 0.1 0.0 0.51
H -4.344741 2.593228 2.185754 0.0 -0.1 0.0 0.32
H -4.601484 2.941919 0.450140 -0.1 -0.1 0.1 0.14
H -3.426439 3.870494 1.369971 0.1 0.0 0.0 0.36
```
Forces are in eV/Å.